Entry 1:
93
Properties=species:S:1:pos:R:3:lowdin_charge:R:1 method="wB97M-V/def2-TZVPD" e_homo_ev=-8.45 orbital_gap_ha=0.297 charge=0 e_above_lowest_kj_mol=0.0 smiles="CCN(CC)C(=S)SCCCNC(=O)O.c1ccccc1.c1ccccc1.c1ccccc1.c1ccccc1.c1ccccc1" lumo_energy_ha=-0.0141
C -1.67479 -2.63066 8.41141 -0.065
C -1.03860 -1.86072 7.26789 -0.256
N -1.92379 -0.81276 6.71155 -0.191
C -2.94304 -1.35552 5.80017 -0.241
C -4.18744 -1.90733 6.50524 -0.076
C -1.23752 0.26395 6.11690 -1.121
S -1.94020 1.71903 5.98380 0.686
S 0.44185 0.10037 5.54629 0.887
C 0.37603 -1.13518 4.22590 -0.456
C 1.78833 -1.68183 4.00963 -0.239
C 2.08720 -1.93179 2.53533 -0.179
N 1.03880 -2.63025 1.78232 0.054
C 0.65923 -3.85365 2.30701 -0.552
O 1.45407 -4.72312 2.66450 0.093
O -0.70844 -4.03018 2.32281 0.085
H -1.06433 -3.51215 8.58902 0.078
H -1.63957 -2.04952 9.32301 0.080
H -2.67455 -2.97668 8.20131 0.048
H -0.73301 -2.53655 6.46865 0.099
H -0.17053 -1.35676 7.66389 0.090
H -2.50761 -2.15139 5.18996 0.103
H -3.25856 -0.58659 5.11067 0.092
H -4.15199 -2.99309 6.52341 0.066
H -4.22722 -1.58178 7.53476 0.073
H -5.09696 -1.63773 5.98657 0.070
H -0.29745 -1.95297 4.44105 0.056
H 0.06698 -0.61483 3.32594 0.075
H 1.95363 -2.58631 4.58483 0.114
H 2.52292 -0.96009 4.35679 0.096
H 2.25239 -0.97243 2.05760 0.107
H 2.99504 -2.50941 2.42182 0.124
H 0.25297 -2.04111 1.55728 0.119
H -0.98084 -4.22274 3.22017 0.106
C 1.41034 -1.29259 -1.25619 -0.084
C 2.12126 -1.62438 -2.40178 -0.086
C 2.15625 -0.74867 -3.47777 -0.088
C 1.47814 0.46151 -3.41009 -0.088
C 0.76480 0.79316 -2.26696 -0.116
C 0.73063 -0.08345 -1.19143 -0.100
H 1.38831 -1.97409 -0.41640 0.073
H 2.64835 -2.56820 -2.45575 0.083
H 2.71244 -1.00873 -4.36925 0.103
H 1.50604 1.14622 -4.24781 0.104
H 0.23424 1.73541 -2.21377 0.095
H 0.17385 0.18165 -0.29966 0.097
C 7.23222 -4.83563 -3.87047 -0.098
C 6.57379 -5.94726 -3.36389 -0.098
C 5.44479 -5.78527 -2.57365 -0.095
C 4.97582 -4.51096 -2.28819 -0.101
C 5.63767 -3.39853 -2.78940 -0.100
C 6.76536 -3.56117 -3.58164 -0.096
H 8.11003 -4.96258 -4.49047 0.100
H 6.94088 -6.94086 -3.58523 0.100
H 4.93009 -6.65190 -2.18005 0.101
H 4.09404 -4.38579 -1.67239 0.093
H 5.27427 -2.40403 -2.56238 0.094
H 7.28097 -2.69422 -3.97364 0.100
C 1.21025 2.65109 2.52125 -0.091
C 1.84503 2.34743 1.32424 -0.103
C 1.74579 3.21366 0.24410 -0.104
C 1.00783 4.38279 0.36120 -0.094
C 0.36722 4.68352 1.55638 -0.094
C 0.46880 3.81869 2.63663 -0.086
H 1.28433 1.97955 3.36669 0.068
H 2.42039 1.43456 1.22886 0.090
H 2.24256 2.97563 -0.68754 0.098
H 0.93141 5.06028 -0.47951 0.100
H -0.21212 5.59329 1.64530 0.100
H -0.03104 4.04956 3.56831 0.100
C -2.92352 1.67881 -2.33637 -0.097
C -2.83026 0.74600 -3.35971 -0.089
C -3.76632 0.74606 -4.38493 -0.094
C -4.79297 1.67953 -4.38674 -0.113
C -4.88874 2.60843 -3.35961 -0.111
C -3.95514 2.60786 -2.33338 -0.099
H -2.19085 1.68215 -1.53913 0.091
H -2.02726 0.01975 -3.35756 0.097
H -3.69276 0.02005 -5.18431 0.102
H -5.51825 1.68607 -5.19018 0.104
H -5.68933 3.33651 -3.36229 0.105
H -4.02766 3.33399 -1.53403 0.102
C -2.44329 5.69877 -5.47161 -0.091
C -2.86213 4.38337 -5.61544 -0.086
C -3.16478 3.88720 -6.87535 -0.091
C -3.05279 4.70619 -7.99037 -0.098
C -2.64035 6.02346 -7.84510 -0.101
C -2.33469 6.51971 -6.58574 -0.100
H -2.20212 6.08467 -4.48937 0.100
H -2.95096 3.74537 -4.74792 0.077
H -3.48828 2.86017 -6.98646 0.095
H -3.28704 4.31797 -8.97321 0.099
H -2.55686 6.66348 -8.71382 0.098
H -2.01167 7.54652 -6.47250 0.098

Entry 2:
11
Properties=species:S:1:pos:R:3:lowdin_charge:R:1 method="wB97M-V/def2-TZVPD" e_homo_ev=-9.11 orbital_gap_ha=0.329 charge=0 e_above_lowest_kj_mol=445.6 lumo_energy_ha=-0.0059
C 3.31203 -0.62311 -0.17139 0.021
C 2.09792 -0.67053 0.17030 -0.230
C 0.75764 -0.42276 0.15964 -0.341
C 0.07024 0.85412 0.30468 -0.039
C -1.36729 0.56270 0.16017 -0.027
C -1.42501 -0.71295 -0.23276 -0.075
O -0.18055 -1.29768 -0.29754 0.063
H 0.73882 0.72121 -0.73516 0.230
H 0.44396 1.70564 0.86856 0.147
H -2.20655 1.23270 0.31966 0.117
H -2.24122 -1.34934 -0.54616 0.136

Entry 3:
17
Properties=species:S:1:pos:R:3:lowdin_charge:R:1 method="wB97M-V/def2-TZVPD" e_homo_ev=-8.12 orbital_gap_ha=0.318 charge=0 e_above_lowest_kj_mol=379.3 lumo_energy_ha=0.0195
C -1.00366 1.03042 -1.50414 -0.119
C 0.34596 0.96491 -0.79683 -0.348
C 0.87960 -0.37758 -0.50551 -0.066
C -1.27662 -1.20114 1.27131 -0.049
C 1.93439 -0.36893 0.54743 -0.169
H -1.81045 0.78105 -0.80602 0.061
H -1.19820 2.03274 -1.89968 0.068
H -1.03624 0.30874 -2.32539 0.075
H 0.42469 1.70575 0.01907 0.109
H 1.14833 1.24923 -1.51473 0.141
H -0.66041 -1.30569 0.36929 -0.022
H -0.96749 -1.96016 1.99439 0.028
H -1.15828 -0.20673 1.71466 0.035
H -2.32035 -1.35405 0.99000 0.027
H 2.14860 0.57495 1.07679 0.070
H 1.68912 -1.14221 1.28740 0.077
H 2.86100 -0.73129 0.08196 0.081

Entry 4:
14
Properties=species:S:1:pos:R:3:lowdin_charge:R:1 method="wB97M-V/def2-TZVPD" e_homo_ev="-7.63 / -6.40" orbital_gap_ha="0.281 / 0.240" charge=0 e_above_lowest_kj_mol=437.0 lumo_energy_ha="0.0008 / 0.0047"
C -0.01133 -1.37166 -1.21124 -0.172
C 0.57313 -1.26673 1.25507 -0.172
C 0.60937 -0.64193 -0.07033 -0.827
Si -0.75762 2.71881 0.14460 0.495
Br 1.60592 0.89270 -0.42648 0.710
H -1.07088 -1.62293 -1.08359 0.082
H 0.42012 -2.24781 -1.60476 0.053
H 0.05476 -0.73879 -2.14822 0.079
H -0.09007 -2.12628 1.18160 0.067
H 0.03319 -0.52400 1.95434 0.089
H 1.62901 -1.55240 1.66632 0.111
H -0.96714 1.66273 1.05722 -0.193
H -0.51322 4.28819 0.32061 -0.124
H -1.51525 2.53008 -1.03514 -0.199

Entry 5:
91
Properties=species:S:1:pos:R:3:lowdin_charge:R:1 method="wB97M-V/def2-TZVPD" s_squared=8.91 e_homo_ev="-5.38 / -5.78" orbital_gap_ha="0.201 / 0.205" charge=0 multiplicity=6 e_above_lowest_kj_mol=584.1 lumo_energy_ha="0.0038 / -0.0079"
Mn -0.19509 1.18847 -0.18188 0.705
C -1.60062 1.00958 -3.51467 -0.128
C -1.62744 -0.31188 -3.28864 -0.153
C -1.09701 -1.34067 -4.23655 -0.177
C 0.27050 -0.98502 -4.83843 -0.183
C 1.16451 -0.21914 -3.88560 -0.111
C 1.21008 1.11094 -3.67710 -0.119
C 0.45296 2.09420 -4.52626 -0.183
C -1.03254 1.70276 -4.71869 -0.180
C 1.99937 0.19989 2.13254 -0.196
H -2.13362 1.72296 -2.88492 0.081
H -2.23949 -0.77634 -2.48989 0.045
H -1.80553 -1.55604 -5.05442 0.123
H -0.98149 -2.29153 -3.70732 0.091
H 0.79496 -1.92346 -5.10444 0.112
H 0.12086 -0.46917 -5.79609 0.101
H 1.92971 -0.86672 -3.45136 0.092
H 1.97106 1.55186 -3.01806 0.059
H 0.90943 2.24481 -5.52479 0.118
H 0.49070 3.07642 -4.02614 0.103
H -1.60633 2.63512 -4.85378 0.112
H -1.17590 1.14409 -5.65515 0.104
H 1.10233 0.84597 2.14677 0.023
H 2.69950 0.56965 2.91422 0.092
H 1.62622 -0.79819 2.43445 0.051
P -1.54950 -0.91362 -0.49254 0.981
P 2.62938 0.10568 0.48974 0.925
C 0.17796 -1.35704 -0.80681 -0.363
C 1.36639 -0.57270 -0.65930 -0.401
C -2.39987 -2.34339 0.12507 -0.346
C -2.42326 -3.50924 -0.68413 -0.083
C -3.19588 -4.58988 -0.27347 -0.092
C -3.89166 -4.55003 0.94214 -0.087
C -3.81911 -3.42068 1.76497 -0.074
C -3.10712 -2.30399 1.34253 -0.075
C -2.54693 0.57694 -0.74202 -0.386
C -1.95378 1.91849 -0.84460 -0.309
C -2.75586 3.02988 -0.42527 -0.068
C -4.13312 2.93041 -0.58452 -0.090
C -4.72438 1.66851 -0.74619 -0.071
C -3.95332 0.50282 -0.78339 -0.082
C 4.03508 -0.98146 0.45807 -0.311
C 3.78051 -2.30799 0.86547 -0.068
C 4.84852 -3.17951 1.08112 -0.070
C 6.15779 -2.74248 0.81668 -0.078
C 6.39894 -1.43727 0.36046 -0.080
C 5.33600 -0.55547 0.14791 -0.072
C 3.08335 1.72765 -0.15517 -0.317
C 2.75213 2.84985 0.63589 -0.090
C 2.93109 4.14642 0.13880 -0.069
C 3.39919 4.33962 -1.16815 -0.070
C 3.68578 3.23089 -1.97512 -0.077
C 3.62217 1.93243 -1.43944 -0.114
H 0.26782 -2.30046 -1.38883 0.059
H 1.99791 -0.72142 -1.55436 0.029
H -1.87480 -3.51689 -1.62755 0.094
H -3.25951 -5.46835 -0.91613 0.101
H -4.49851 -5.40676 1.24866 0.102
H -4.33802 -3.40820 2.72806 0.109
H -3.09613 -1.38338 1.93415 0.098
H -1.02735 2.12952 -1.57838 0.102
H -2.28767 3.96537 -0.07251 0.117
H -4.76231 3.82498 -0.63477 0.106
H -5.80922 1.58980 -0.80909 0.106
H -4.45190 -0.46699 -0.85266 0.115
H 2.74384 -2.64464 0.99481 0.121
H 4.64983 -4.18928 1.46099 0.111
H 6.99011 -3.43032 0.98637 0.105
H 7.42686 -1.10421 0.18337 0.107
H 5.51089 0.43871 -0.27168 0.098
H 2.33807 2.70934 1.63837 0.101
H 2.69066 5.00922 0.76978 0.112
H 3.53390 5.35039 -1.55469 0.107
H 3.95500 3.38926 -3.02562 0.115
H 3.95547 1.08321 -2.05722 0.121
O -0.07646 -1.68354 2.85944 -0.005
C -0.67117 -0.69730 3.30506 -0.549
N -0.98992 0.38180 2.51182 -0.111
S -1.98609 1.44588 3.29042 0.614
O -1.42957 2.77811 3.31055 -0.331
O -3.36338 1.24617 2.87782 -0.317
C -1.78547 0.67268 4.88115 -0.222
C -2.34573 1.05040 6.10136 -0.035
C -2.14897 0.19677 7.19583 -0.073
C -1.48143 -1.03903 7.05171 -0.073
C -0.96758 -1.41355 5.80547 -0.001
C -1.10164 -0.51512 4.72549 -0.130
H -2.91073 1.98204 6.17130 0.121
H -2.52608 0.48215 8.17885 0.102
H -1.38070 -1.71079 7.91393 0.105
H -0.48768 -2.37893 5.63622 0.118

Entry 6:
14
Properties=species:S:1:pos:R:3:lowdin_charge:R:1 method="wB97M-V/def2-TZVPD" e_homo_ev=-9.31 orbital_gap_ha=0.359 charge=0 e_above_lowest_kj_mol=58.7 smiles="O=CO.CCS" lumo_energy_ha=0.0164
O -2.79961 1.73089 1.12353 0.103
C -1.62661 1.61345 1.09073 -0.405
O -0.95319 1.04624 2.11588 0.067
H -0.98197 1.91655 0.25631 0.125
H 0.00153 1.01144 1.94780 0.098
C 0.99000 -1.35339 0.21642 -0.185
C 0.81654 -0.40254 -0.97569 -0.630
S -0.62357 -0.93546 -1.96740 0.674
H 0.06222 -1.52050 0.76018 0.061
H 1.36077 -2.30410 -0.15738 0.070
H 1.73780 -0.92821 0.88794 0.070
H 1.69205 -0.53812 -1.61040 0.060
H 0.71258 0.66200 -0.78538 0.037
H -0.38853 0.00173 -2.90253 -0.145